89
Properties=species:S:1:pos:R:3:forces:R:3 method="wB97M-V/def2-TZVPD" max_force_ev_per_a=3.7 charge=+4 lumo_energy_ev="-15.173 / -14.768" gap_ev="1.464 / 2.257" mol_weight_da=826.3 total_energy_ev=-199222.70336
N -6.48614 5.11460 -5.26262 0.123 -0.164 -0.065
C -5.97686 5.52948 -4.10672 0.049 -0.213 -0.163
C -5.00146 4.80472 -3.42715 -0.419 -0.139 0.329
C -4.54588 3.55492 -3.93606 -0.522 -0.180 -0.878
C -5.01287 3.19100 -5.22535 -0.966 0.530 0.098
C -6.01106 3.99456 -5.81054 0.243 -0.298 -0.174
C -3.60947 2.76535 -3.14923 -0.026 1.745 -0.231
Sn 0.66507 -0.45052 -2.65246 1.916 -0.678 0.782
P 3.20604 -0.34329 -1.24479 3.418 -0.271 1.389
C -2.74729 1.74235 -3.42870 -1.077 -0.509 -0.193
C -1.60135 1.76842 -2.54915 0.160 -1.184 -1.759
C -0.27765 1.63884 -3.10065 -0.063 2.796 1.574
C 0.81097 2.16919 -2.24934 -1.249 -0.263 -0.616
C 0.49516 2.53707 -0.91600 0.826 0.660 -0.482
C -0.79798 2.83856 -0.54562 -1.993 -2.273 -0.937
C -1.84120 2.19187 -1.25038 1.619 1.002 1.565
Br 1.56775 2.61205 0.68540 0.180 0.370 -0.782
H -3.40194 3.35055 -2.23809 0.010 -0.435 -0.499
H -2.87571 1.04090 -4.27898 0.408 0.858 0.373
H -4.70866 5.22560 -2.46619 0.287 -0.432 -0.094
H -4.72023 2.29285 -5.76106 0.129 0.059 0.275
H -6.41590 6.45557 -3.72288 0.404 -0.311 0.059
H -6.49070 3.74048 -6.76779 0.488 -0.109 0.453
H -0.14643 1.56130 -4.20275 -0.086 0.231 0.907
H -2.82881 2.02766 -0.83142 0.085 0.627 -0.063
H 1.69149 2.45550 -2.83574 0.396 -0.575 0.939
H -0.97187 3.40220 0.33638 -0.246 0.071 0.809
P -0.46226 -2.22021 -0.97164 -1.214 0.001 -0.363
C 4.14350 1.19384 -0.61555 -1.375 0.962 0.000
C 5.58773 1.46943 -1.00732 1.273 0.380 -0.703
H 4.13738 1.17437 0.50253 -0.511 0.042 -0.914
H 3.47430 2.03371 -0.98128 1.135 -0.696 0.652
H 5.91224 2.43018 -0.53891 -0.500 -0.536 -0.395
H 6.31733 0.74786 -0.60246 -0.521 0.015 -0.217
H 5.80009 1.58000 -2.10936 -0.382 -0.089 1.141
C 4.44231 -0.89424 -2.52301 -1.245 0.380 -0.666
C 5.59434 -1.80011 -2.13183 0.624 -0.100 -0.241
H 4.85895 0.05311 -2.89730 -0.390 -0.468 -0.383
H 3.79353 -1.35526 -3.28918 0.628 0.102 -0.136
H 5.98199 -2.24545 -3.05029 -0.165 -0.178 0.030
H 6.45431 -1.20608 -1.77365 -0.556 -0.396 0.269
H 5.31811 -2.61200 -1.44276 0.305 0.346 -0.391
C 3.67377 -1.56288 0.14479 -1.542 -0.297 0.404
C 4.98803 -1.48224 0.94564 0.612 -0.321 -0.034
H 3.58208 -2.57046 -0.29531 -0.043 0.313 0.099
H 2.83471 -1.48297 0.86051 0.178 -0.114 -0.132
H 5.02358 -2.27778 1.71568 -0.425 0.136 -0.485
H 5.86802 -1.70094 0.30677 -0.527 0.630 0.589
H 5.10870 -0.57019 1.54584 0.056 0.009 -0.596
C -0.64488 -2.90442 0.75833 0.695 0.503 -0.141
C -1.46412 -4.18226 0.89645 -0.174 -0.411 0.035
H -1.06964 -2.08057 1.37013 0.432 -0.434 -0.298
H 0.38648 -3.11331 1.09212 -0.293 0.371 -0.058
H -2.51647 -3.95889 1.09706 0.203 -0.157 0.027
H -1.42651 -4.79387 -0.00652 -0.027 -0.038 0.098
H -1.04505 -4.80837 1.70888 -0.385 0.403 -0.372
C 0.10732 -3.56232 -2.09069 0.923 0.055 0.449
C 0.11713 -3.26859 -3.60971 -0.064 0.271 -1.036
H -0.49770 -4.45964 -1.90262 0.261 0.188 -0.014
H 1.14169 -3.76355 -1.73601 -0.500 -0.166 -0.236
H -0.83899 -3.60456 -4.05063 0.655 -0.111 0.005
H 0.20759 -2.19924 -3.97413 -0.264 -1.484 0.534
H 1.00100 -3.74815 -4.09526 -0.939 -0.005 0.330
C -2.17072 -1.88281 -1.61693 0.007 -0.154 -0.202
C -3.17791 -1.36747 -0.59343 -0.019 0.118 0.209
H -2.54211 -2.79885 -2.08918 0.019 0.117 0.029
H -2.07324 -1.13691 -2.42466 -0.004 -0.274 0.106
H -3.92369 -0.71926 -1.08599 0.156 -0.468 0.363
H -3.65559 -2.20282 -0.06546 -0.104 0.301 -0.280
H -2.67002 -0.78138 0.17990 -0.055 0.222 -0.073
C -2.90510 -0.67158 5.95808 -0.499 -0.516 0.181
N -1.61047 -0.09118 5.69812 0.619 -0.175 -0.663
C -1.16813 0.30211 4.45366 1.811 0.423 3.021
Se -2.09771 0.30260 2.90599 -0.358 0.097 -0.503
N 0.13863 0.69582 4.67176 -0.821 -0.341 -0.670
C 0.53700 0.42065 5.96356 1.998 0.624 -0.786
C 1.79466 0.46735 6.55478 -0.334 -0.168 0.527
C 1.89807 -0.04901 7.86487 0.875 0.728 -1.228
C 0.76396 -0.59824 8.50801 -1.966 -0.561 0.745
C -0.49729 -0.61949 7.89283 0.635 0.143 0.779
C -0.57292 -0.06812 6.61730 -1.694 -1.089 0.109
H -3.05989 -0.60027 7.03827 -0.518 0.149 -0.392
H -2.93846 -1.73027 5.67262 0.185 0.162 0.060
H -3.64267 -0.13770 5.36142 -0.245 0.108 0.428
H 0.74394 1.00943 3.94152 0.312 0.261 -0.347
H 2.62441 0.87311 6.00409 0.335 0.018 0.121
H 2.86709 -0.04962 8.39631 -0.627 0.050 -0.435
H 0.87570 -1.00641 9.53265 -0.112 0.252 -0.813
H -1.39519 -1.02533 8.34852 0.374 -0.047 0.246